(1)
{
  "formula": "C3H3F3S",
  "method": "ωB97M-V/def2-TZVPD",
  "orbital_gap_ev": 8.48,
  "e_above_lowest_ev": 2.835,
  "lumo_energy_ha": -0.0087,
  "symbols": ["C", "C", "C", "F", "F", "F", "S", "H", "H", "H"],
  "xyz": [[-0.996, -1.440, -0.127], [-1.414, -2.857, -0.178], [-3.652, 0.455, 0.047], [-4.113, 1.146, -0.931], [-4.280, 0.974, 1.189], [-4.075, -0.861, -0.058], [-1.560, 0.076, -0.015], [-0.847, -3.352, -0.943], [-1.021, -3.055, 0.868], [-2.515, -2.918, -0.256]],
  "forces_ev_per_a": [[-0.849, 2.365, -0.559], [-0.616, 2.103, 1.578], [0.485, -2.117, 2.547], [-0.356, 0.748, -1.598], [1.301, -0.788, -1.173], [-0.352, 0.931, -0.033], [0.164, -1.298, 0.206], [0.208, -0.531, -0.057], [-0.565, -0.813, -0.981], [0.579, -0.601, 0.071]],
  "lowdin_charge": [-0.51, -0.16, -0.70, 0.14, 0.03, 0.00, 0.95, 0.07, 0.11, 0.07]
}


(2)
{
  "formula": "C15H18N5NiO7",
  "method": "ωB97M-V/def2-TZVPD",
  "orbital_gap_ev": [7.90, 7.87],
  "e_above_lowest_ev": 0.000,
  "lumo_energy_ha": [-0.1225, -0.1236],
  "total_charge": 1,
  "symbols": ["Ni", "O", "C", "O", "C", "C", "C", "C", "C", "C", "O", "N", "O", "O", "N", "O", "O", "H", "H", "C", "C", "N", "C", "C", "N", "C", "C", "H", "H", "H", "H", "H", "H", "H", "H", "H", "H", "H", "H", "H", "C", "C", "N", "H", "H", "H"],
  "xyz": [[-0.039, -0.187, -0.040], [3.775, 0.466, -0.398], [2.617, 0.714, -0.162], [1.753, -0.233, 0.145], [2.148, 2.149, -0.134], [3.123, 3.124, -0.077], [2.763, 4.462, -0.028], [1.448, 4.856, -0.043], [0.463, 3.885, -0.116], [0.783, 2.503, -0.172], [-0.159, 1.611, -0.296], [-0.919, 4.369, -0.125], [-1.102, 5.554, 0.031], [-1.846, 3.557, -0.141], [3.810, 5.492, 0.039], [4.960, 5.112, 0.077], [3.449, 6.647, 0.137], [4.163, 2.830, -0.076], [1.188, 5.903, -0.003], [-4.366, -1.041, 0.352], [-2.859, -1.336, 0.187], [-2.117, -0.080, -0.012], [-2.455, 0.844, 1.102], [-3.920, 1.292, 1.002], [-4.597, 0.399, 0.000], [-4.056, 0.681, -1.370], [-2.526, 0.525, -1.305], [-4.711, -1.182, 1.374], [-4.980, -1.644, -0.313], [-2.678, -1.985, -0.667], [-2.477, -1.836, 1.075], [-1.808, 1.710, 1.026], [-2.261, 0.322, 2.038], [-4.004, 2.315, 0.638], [-4.454, 1.194, 1.945], [-5.597, 0.590, 0.008], [-4.346, 1.696, -1.635], [-4.532, -0.018, -2.055], [-2.029, 1.489, -1.380], [-2.175, -0.119, -2.109], [1.209, -4.438, 0.258], [0.526, -3.167, 0.102], [0.024, -2.152, -0.056], [1.661, -4.716, -0.693], [0.509, -5.208, 0.574], [1.993, -4.322, 1.006]],
  "forces_ev_per_a": [[-0.214, 0.010, -0.132], [-0.004, -0.008, 0.046], [-0.003, 0.052, 0.080], [0.034, -0.066, -0.191], [-0.012, -0.032, 0.022], [0.009, 0.034, -0.037], [0.013, -0.018, -0.153], [-0.021, 0.006, -0.050], [0.017, 0.022, -0.269], [0.035, -0.021, -0.114], [0.062, -0.124, 0.132], [-0.003, -0.072, 1.111], [0.002, 0.066, -0.407], [-0.035, 0.048, -0.413], [-0.009, -0.039, 0.666], [0.016, 0.009, -0.231], [-0.002, 0.026, -0.238], [-0.003, -0.004, 0.001], [-0.001, 0.000, -0.007], [0.009, -0.003, -0.015], [-0.019, -0.003, -0.019], [0.118, 0.049, -0.014], [-0.035, -0.027, 0.054], [0.011, -0.013, -0.002], [-0.011, 0.002, -0.003], [0.003, 0.005, 0.005], [-0.002, 0.041, 0.009], [0.007, 0.015, 0.004], [-0.004, -0.011, 0.013], [-0.001, 0.002, -0.014], [0.000, -0.007, -0.015], [-0.011, -0.020, 0.035], [-0.013, -0.028, -0.012], [0.010, -0.004, -0.013], [0.000, 0.022, 0.002], [0.001, -0.011, -0.005], [-0.005, -0.003, -0.005], [0.002, -0.005, 0.002], [-0.009, -0.014, 0.013], [-0.003, 0.009, -0.011], [0.006, 0.008, 0.018], [0.015, 0.020, -0.188], [0.048, 0.085, 0.343], [-0.002, -0.001, 0.000], [-0.001, 0.001, 0.003], [0.001, 0.003, 0.001]],
  "lowdin_charge": [0.60, 0.10, -0.53, -0.10, -0.03, 0.09, -0.11, 0.09, -0.04, -0.22, -0.15, -0.31, 0.11, 0.02, -0.35, 0.10, 0.09, 0.14, 0.14, -0.05, -0.14, -0.21, -0.11, -0.04, -0.08, -0.04, -0.10, 0.14, 0.14, 0.13, 0.12, 0.10, 0.14, 0.13, 0.14, 0.19, 0.15, 0.14, 0.11, 0.14, 0.00, -0.12, 0.17, 0.11, 0.10, 0.11]
}


(3)
{
  "formula": "C7H16NS",
  "method": "ωB97M-V/def2-TZVPD",
  "orbital_gap_ev": 8.88,
  "e_above_lowest_ev": 4.332,
  "lumo_energy_ha": -0.1524,
  "total_charge": 1,
  "symbols": ["C", "C", "C", "C", "C", "C", "C", "N", "S", "H", "H", "H", "H", "H", "H", "H", "H", "H", "H", "H", "H", "H", "H", "H", "H"],
  "xyz": [[1.495, 0.221, 1.663], [-1.476, -0.640, 2.284], [1.964, 0.321, 0.417], [2.921, -0.173, -1.858], [-2.047, 1.593, 0.185], [-2.602, -0.771, -1.568], [2.392, -0.841, -0.481], [-1.886, -0.947, 1.110], [-1.380, -0.060, -0.279], [1.268, -0.745, 2.236], [1.275, 1.008, 2.255], [-0.832, 0.211, 2.415], [-2.063, -0.918, 3.125], [1.949, 1.370, 0.224], [3.379, -0.901, -2.563], [3.659, 0.635, -1.510], [2.150, 0.329, -2.366], [-2.331, 1.550, 1.258], [-2.999, 1.826, -0.403], [-1.360, 2.399, -0.119], [-3.224, 0.044, -1.907], [-3.085, -1.473, -0.973], [-1.982, -1.177, -2.371], [3.268, -1.364, -0.171], [1.546, -1.496, -0.604]],
  "forces_ev_per_a": [[0.046, -4.654, -0.511], [-0.697, 1.850, -2.128], [-0.399, -1.082, 1.883], [1.211, -0.530, 1.966], [-1.617, 0.462, -1.013], [2.123, 1.703, 0.441], [0.322, 2.940, -2.163], [-0.448, -0.622, 0.173], [-0.430, 0.165, 0.064], [0.796, 0.991, -1.145], [-0.601, 2.946, 1.512], [0.594, 0.109, 0.344], [-0.027, -1.321, 0.656], [0.786, 0.557, -1.522], [-0.136, 0.526, 0.708], [-0.781, -1.344, -0.820], [-1.156, 0.681, -0.697], [0.553, 0.213, -0.784], [1.159, -0.674, 0.760], [0.112, -0.578, 0.557], [-0.196, 0.090, -0.039], [-1.136, -1.426, 0.669], [-0.183, -0.013, 0.271], [0.250, -0.495, 1.043], [-0.146, -0.496, -0.228]],
  "lowdin_charge": [-0.05, -0.04, -0.20, -0.09, -0.21, -0.13, -0.20, -0.23, 1.06, 0.10, 0.01, 0.05, 0.10, 0.10, 0.08, 0.10, 0.03, 0.06, 0.09, 0.07, 0.05, 0.02, 0.07, 0.10, 0.08]
}


(4)
{
  "formula": "C7H15N2S",
  "method": "ωB97M-V/def2-TZVPD",
  "orbital_gap_ev": [7.76, 6.95],
  "e_above_lowest_ev": 4.774,
  "lumo_energy_ha": [-0.1149, -0.1358],
  "total_charge": 1,
  "symbols": ["C", "C", "C", "C", "C", "C", "C", "N", "N", "S", "H", "H", "H", "H", "H", "H", "H", "H", "H", "H", "H", "H", "H", "H", "H"],
  "xyz": [[2.379, 0.125, 2.015], [1.263, 0.715, 1.560], [-2.041, -0.893, -0.020], [0.099, -0.064, 1.408], [0.154, -0.923, -1.290], [-1.338, -0.701, -1.357], [1.273, 2.283, 1.339], [0.569, -2.168, -1.596], [-1.667, 0.745, -1.753], [-1.549, 0.452, 1.148], [3.281, 0.698, 1.920], [2.689, -0.990, 2.246], [-3.083, -0.896, -0.113], [-1.595, -1.816, 0.435], [0.000, -1.038, 1.937], [0.737, -0.009, -1.243], [-1.771, -1.328, -2.076], [2.214, 2.598, 1.773], [1.126, 2.564, 0.296], [0.419, 2.731, 1.869], [1.501, -2.246, -1.860], [0.151, -3.000, -1.349], [-2.436, 0.931, -2.292], [-0.774, 1.040, -2.243], [-1.604, 1.190, -0.754]],
  "forces_ev_per_a": [[2.352, -2.257, -0.095], [-1.010, 1.254, 0.092], [2.475, -0.514, 1.403], [-0.934, -1.283, 0.535], [-2.312, 1.200, 0.361], [0.203, 0.993, 0.923], [-0.731, -1.998, 0.382], [0.959, 1.986, -0.671], [5.833, -0.381, 2.069], [-0.304, 0.298, -0.553], [0.371, 0.441, 0.446], [-1.614, 2.230, -0.467], [-1.620, -0.266, 0.098], [-0.997, 0.547, -0.386], [0.842, 0.503, -0.659], [0.706, -0.699, -0.186], [-0.628, -1.045, -1.123], [-0.039, 0.546, -0.300], [0.427, -0.029, -0.108], [0.398, -0.122, 0.106], [1.765, -0.400, -0.381], [-1.355, -1.695, 0.760], [-2.628, 0.439, -1.497], [-1.573, 0.085, 0.270], [-0.587, 0.170, -1.018]],
  "lowdin_charge": [0.05, -0.44, -0.36, -0.42, -0.15, -0.34, -0.03, 0.13, 0.18, 0.94, 0.05, 0.12, 0.07, 0.11, 0.09, 0.11, 0.13, 0.07, 0.07, 0.08, 0.09, 0.09, 0.12, 0.18, 0.08]
}


(5)
{
  "formula": "C4H9NO",
  "method": "ωB97M-V/def2-TZVPD",
  "s_squared": 0.77,
  "orbital_gap_ev": [9.11, 6.19],
  "spin_multiplicity": 2,
  "e_above_lowest_ev": 1.549,
  "lumo_energy_ha": [-0.1584, -0.2658],
  "total_charge": 1,
  "symbols": ["O", "C", "H", "H", "C", "C", "N", "C", "H", "H", "H", "H", "H", "H", "H"],
  "xyz": [[-0.786, 2.824, -1.387], [0.375, 3.086, -1.539], [0.688, 3.984, -2.087], [1.169, 2.423, -1.150], [0.621, -2.088, 2.162], [0.319, -1.071, 1.262], [-0.728, -1.053, 0.462], [-0.736, -0.363, -0.826], [0.345, -3.114, 1.942], [1.138, -1.881, 3.087], [1.049, -0.285, 1.088], [-1.216, -1.950, 0.437], [-1.751, -0.058, -1.069], [-0.132, 0.536, -0.746], [-0.356, -0.988, -1.635]],
  "forces_ev_per_a": [[-0.079, -0.231, 0.129], [-0.145, 0.152, -0.188], [0.152, 0.063, 0.025], [0.162, 0.047, 0.009], [-0.247, -0.488, 0.386], [-0.189, 0.758, -0.982], [1.488, -1.988, -0.529], [-0.373, 1.013, -0.068], [-0.303, 0.071, 0.224], [0.348, 0.015, -0.154], [-0.243, 0.401, 0.461], [-0.574, 0.404, 0.347], [0.005, 0.002, 0.057], [-0.039, 0.034, -0.002], [0.039, -0.255, 0.285]],
  "lowdin_charge": [-0.01, -0.13, 0.09, 0.07, 0.20, -0.09, 0.05, -0.01, 0.10, 0.10, 0.15, 0.17, 0.11, 0.06, 0.12]
}


(6)
{
  "formula": "C4H8B2",
  "method": "ωB97M-V/def2-TZVPD",
  "s_squared": 2.01,
  "orbital_gap_ev": [4.90, 6.13],
  "spin_multiplicity": 3,
  "e_above_lowest_ev": 0.000,
  "lumo_energy_ha": [-0.0417, -0.1383],
  "symbols": ["B", "B", "C", "C", "C", "C", "H", "H", "H", "H", "H", "H", "H", "H"],
  "xyz": [[1.621, -0.651, -0.976], [-1.642, -0.647, 1.046], [1.281, 0.705, 1.043], [-1.346, 0.607, -1.116], [0.656, -0.027, 0.079], [-0.834, 0.084, 0.014], [1.161, -1.514, -1.732], [2.715, -0.295, -1.006], [-2.786, -0.417, 1.411], [-1.135, -1.574, 1.748], [0.840, 1.409, 1.741], [2.325, 0.877, 0.990], [-0.588, 0.591, -1.853], [-2.269, 0.854, -1.390]],
  "forces_ev_per_a": [[-2.288, -0.655, -1.069], [-0.662, -1.089, 3.193], [0.635, 1.871, 2.523], [3.372, -0.130, -1.623], [-2.589, -0.250, -2.519], [2.835, -2.147, 2.757], [0.476, 0.636, 0.513], [1.069, 0.020, 0.125], [0.386, -0.022, -0.849], [-0.269, 1.109, -0.928], [-0.621, -0.293, -0.132], [1.005, -0.435, 0.010], [0.456, 0.509, -1.482], [-3.805, 0.877, -0.520]],
  "lowdin_charge": [0.00, -0.03, 0.09, 0.14, -0.27, -0.29, 0.04, 0.01, 0.02, 0.05, 0.08, 0.05, 0.07, 0.04]
}